(1)
23
Properties=species:S:1:pos:R:3:mulliken_spin:R:1 method="wB97M-V/def2-TZVPD" spin_multiplicity=6 homo_lumo_gap_ev="5.433 / 9.812" charge=+2 e_homo_ev="-14.6 / -18.2" de_lowest_kcal_mol=9.90 energy_ha=-1144.43230
O 0.948 1.948 0.759 -0.03
C -0.012 2.797 0.204 0.00
C -1.141 2.007 -0.450 0.00
O -1.522 0.960 0.459 0.00
C -2.672 0.228 0.052 0.00
Pm 0.376 0.177 1.659 4.05
H 0.428 3.450 -0.572 0.00
H -0.451 3.449 0.983 0.00
H -0.809 1.537 -1.390 0.00
H -2.016 2.643 -0.651 0.00
H -3.215 -0.080 0.952 0.00
H -3.323 0.874 -0.552 0.00
H -2.375 -0.647 -0.544 0.00
C 0.311 -2.811 -0.045 0.01
O 1.072 -1.640 0.268 0.04
C 2.325 -1.550 -0.391 0.01
C 3.169 -0.592 0.387 0.69
O 3.508 0.267 1.111 0.20
H -0.447 -2.962 0.734 0.00
H -0.176 -2.646 -1.011 0.00
H 0.988 -3.671 -0.118 0.00
H 2.215 -1.200 -1.431 0.01
H 2.820 -2.535 -0.411 0.02



(2)
12
Properties=species:S:1:pos:R:3:mulliken_spin:R:1 method="wB97M-V/def2-TZVPD" spin_multiplicity=2 homo_lumo_gap_ev="10.156 / 7.042" e_homo_ev="-9.2 / -9.2" de_lowest_kcal_mol=44.64 energy_ha=-210.85910
O 1.277 0.376 -2.651 1.01
H 0.509 -0.022 -2.082 -0.03
C -0.431 -1.065 0.391 0.00
C -0.142 0.276 1.073 0.00
N 0.362 1.252 0.089 0.02
H -1.144 -1.520 1.047 0.00
H -0.860 -1.000 -0.541 0.00
H 0.509 -1.730 0.306 0.00
H -1.130 0.558 1.344 0.00
H 0.529 0.279 1.981 0.00
H 1.029 0.852 -0.626 -0.01
H -0.508 1.745 -0.330 0.00



(3)
25
Properties=species:S:1:pos:R:3:lowdin_charge:R:1 method="wB97M-V/def2-TZVPD" homo_lumo_gap_ev=8.215 e_homo_ev=-8.3 de_lowest_kcal_mol=11.37 energy_ha=-1512.16801
C -1.617 -0.665 0.055 -0.21
C -1.168 -1.546 -2.220 -0.44
C -2.214 -1.375 -1.054 -0.53
C -0.270 -0.279 -2.240 -0.50
C -0.039 0.137 -0.784 -0.46
C -1.202 0.361 2.183 -0.04
C 1.608 -1.645 -0.368 -0.06
C 0.868 2.134 -0.307 -0.11
N -1.913 -0.505 1.234 0.07
O -1.150 -2.422 -3.018 0.12
O 1.107 -0.303 -0.175 -0.12
O -0.287 1.440 -0.483 -0.09
Cl -3.547 -0.356 -1.717 0.68
Cl 1.168 -0.538 -3.287 0.69
H -2.575 -2.363 -0.883 0.11
H -0.875 0.565 -2.586 0.13
H -1.897 1.154 2.328 0.09
H -0.297 0.649 1.720 0.05
H -1.031 -0.275 2.976 0.06
H 0.983 -2.419 -0.699 0.07
H 1.908 -1.911 0.700 0.12
H 2.498 -1.669 -1.010 0.08
H 0.567 3.187 -0.068 0.13
H 1.415 2.114 -1.182 0.07
H 1.549 1.774 0.440 0.09



(4)
79
Properties=species:S:1:pos:R:3:lowdin_charge:R:1 method="wB97M-V/def2-TZVPD" homo_lumo_gap_ev=7.766 charge=-2 e_homo_ev=-4.0 de_lowest_kcal_mol=36.66 energy_ha=-4129.37161
Sr -2.274 1.815 0.912 1.36
O -6.152 1.761 2.842 -0.31
S -4.892 1.978 2.179 0.28
O -3.707 1.587 2.982 -0.47
O -4.755 3.500 1.930 -0.51
O -4.758 1.312 0.869 -0.45
C -5.187 1.889 -2.806 -0.04
C -5.988 0.830 -2.425 -0.05
C -5.409 -0.251 -1.783 -0.02
C -4.048 -0.210 -1.521 -0.26
N -3.269 0.808 -1.878 0.12
C -3.832 1.828 -2.518 -0.14
C -3.400 -1.288 -0.735 -0.22
C -3.778 -2.618 -0.897 -0.02
C -3.155 -3.594 -0.141 -0.07
C -2.172 -3.216 0.756 -0.06
C -1.850 -1.871 0.848 -0.14
N -2.437 -0.924 0.121 0.09
H -5.598 2.777 -3.264 0.11
H -7.058 0.861 -2.589 0.10
H -6.011 -1.068 -1.410 0.11
H -3.181 2.649 -2.778 0.10
H -4.536 -2.873 -1.624 0.11
H -3.427 -4.635 -0.260 0.10
H -1.645 -3.940 1.362 0.10
H -1.081 -1.526 1.531 0.04
S 0.405 0.688 2.082 0.05
Sb 2.088 -0.190 0.800 1.22
C 2.218 -2.312 0.637 -0.33
C 1.669 -3.074 1.659 -0.12
C 1.758 -4.459 1.625 -0.09
C 2.415 -5.088 0.577 -0.10
C 2.981 -4.328 -0.437 -0.09
C 2.878 -2.944 -0.409 -0.12
C 3.567 -0.320 2.457 -0.34
C 3.367 0.261 3.703 -0.14
C 4.323 0.147 4.708 -0.10
C 5.496 -0.557 4.479 -0.12
C 5.710 -1.147 3.239 -0.11
C 4.752 -1.023 2.243 -0.14
C 3.620 0.733 -0.396 -0.30
C 4.492 1.640 0.195 -0.11
C 5.492 2.245 -0.552 -0.09
C 5.651 1.924 -1.892 -0.10
C 4.794 1.010 -2.486 -0.09
C 3.775 0.429 -1.743 -0.13
H 1.170 -2.582 2.489 0.10
H 1.316 -5.048 2.421 0.10
H 2.486 -6.168 0.551 0.09
H 3.496 -4.815 -1.257 0.10
H 3.307 -2.362 -1.216 0.09
H 2.447 0.804 3.887 0.04
H 4.148 0.609 5.672 0.09
H 6.241 -0.649 5.261 0.09
H 6.622 -1.701 3.050 0.09
H 4.937 -1.489 1.279 0.10
H 4.390 1.880 1.247 0.10
H 6.149 2.968 -0.085 0.10
H 6.436 2.391 -2.474 0.09
H 4.906 0.758 -3.534 0.10
H 3.082 -0.246 -2.230 0.09
F -4.323 5.901 -1.069 -0.44
Te -3.964 4.713 0.401 1.83
F -2.652 6.097 0.605 -0.43
F -2.412 4.049 1.725 -0.59
F -5.650 4.084 -0.282 -0.41
F -4.937 5.904 1.473 -0.37
O -3.068 3.518 -0.623 -0.73
F 1.159 2.254 -1.079 0.06
C 0.579 1.183 -1.665 -0.27
C 0.773 -0.079 -1.129 -0.16
C 0.114 -1.094 -1.790 -0.24
F 0.191 -2.373 -1.357 0.07
C -0.661 -0.893 -2.921 -0.16
F -1.299 -1.918 -3.512 0.10
C -0.799 0.380 -3.433 -0.17
F -1.547 0.592 -4.519 0.11
C -0.176 1.438 -2.796 -0.15
F -0.311 2.676 -3.284 0.12